[1]
{
  "formula": "C32H60N4O6",
  "method": "ωB97M-V/def2-TZVPD",
  "symbols": ["C", "C", "C", "O", "C", "H", "H", "H", "H", "H", "H", "H", "H", "C", "C", "C", "O", "C", "H", "H", "H", "H", "H", "H", "H", "H", "C", "C", "C", "O", "C", "H", "H", "H", "H", "H", "H", "H", "H", "C", "C", "C", "O", "C", "H", "H", "H", "H", "H", "H", "H", "H", "C", "C", "C", "O", "C", "H", "H", "H", "H", "H", "H", "H", "H", "C", "C", "C", "O", "C", "H", "H", "H", "H", "H", "H", "H", "H", "C", "C", "N", "H", "H", "H", "C", "C", "N", "H", "H", "H", "C", "C", "N", "H", "H", "H", "C", "C", "N", "H", "H", "H"],
  "positions_angstrom": [[-1.008, -6.506, -23.772], [-1.123, -6.943, -22.280], [-2.635, -7.162, -22.135], [-3.175, -6.145, -22.982], [-2.325, -5.895, -24.103], [-0.875, -7.409, -24.368], [-0.098, -5.925, -23.918], [-0.715, -6.139, -21.667], [-0.528, -7.838, -22.100], [-2.896, -7.282, -21.083], [-2.896, -8.163, -22.478], [-2.196, -4.813, -24.125], [-2.895, -6.203, -24.979], [-0.724, -6.119, -15.196], [-1.492, -7.359, -14.697], [-2.764, -6.783, -14.202], [-3.026, -5.779, -15.156], [-1.793, -5.144, -15.536], [-0.084, -6.375, -16.040], [-0.032, -5.787, -14.422], [-0.908, -7.999, -14.037], [-1.657, -7.938, -15.606], [-2.673, -6.411, -13.182], [-3.532, -7.556, -14.176], [-1.637, -4.246, -14.938], [-1.775, -4.876, -16.592], [4.254, -7.589, -16.720], [3.338, -7.690, -15.516], [2.200, -8.554, -16.036], [2.122, -8.299, -17.448], [3.503, -8.090, -17.940], [5.075, -8.298, -16.614], [4.622, -6.588, -16.946], [2.974, -6.667, -15.421], [3.744, -7.999, -14.553], [1.266, -8.367, -15.507], [2.551, -9.538, -15.725], [3.588, -7.436, -18.808], [4.011, -9.009, -18.232], [-5.551, -8.983, -16.976], [-4.826, -7.750, -17.231], [-5.278, -7.277, -18.632], [-6.225, -8.208, -19.078], [-6.042, -9.413, -18.440], [-6.495, -8.720, -16.498], [-4.881, -9.714, -16.523], [-3.768, -8.011, -17.263], [-4.991, -7.009, -16.450], [-4.496, -7.094, -19.369], [-5.789, -6.322, -18.516], [-5.430, -10.085, -19.042], [-6.936, -10.033, -18.382], [-0.456, -11.615, -12.536], [-0.039, -13.083, -12.658], [-1.106, -13.739, -11.808], [-2.261, -12.945, -12.040], [-1.937, -11.577, -12.186], [-0.334, -11.086, -13.482], [0.034, -11.176, -11.668], [0.985, -13.197, -12.303], [-0.123, -13.286, -13.726], [-0.880, -13.649, -10.746], [-1.355, -14.769, -12.064], [-2.103, -10.967, -11.298], [-2.680, -11.299, -12.934], [-5.016, -11.125, -22.980], [-3.829, -12.162, -22.943], [-2.856, -11.372, -22.111], [-3.622, -10.670, -21.178], [-5.043, -10.547, -21.563], [-5.961, -11.660, -23.077], [-4.876, -10.348, -23.731], [-3.471, -12.532, -23.904], [-4.115, -13.085, -22.441], [-2.233, -10.734, -22.737], [-2.251, -11.970, -21.430], [-5.248, -9.477, -21.536], [-5.627, -11.094, -20.824], [2.039, -11.743, -18.840], [2.271, -12.470, -20.053], [2.492, -13.038, -21.018], [2.793, -10.961, -18.939], [2.230, -12.371, -17.970], [0.969, -11.548, -18.772], [-3.983, -14.074, -19.036], [-4.848, -14.637, -20.084], [-5.509, -15.085, -20.937], [-4.615, -13.821, -18.185], [-3.663, -13.116, -19.446], [-3.111, -14.704, -18.859], [-0.299, -14.124, -16.456], [-0.489, -13.808, -17.877], [-0.671, -13.469, -18.967], [0.548, -13.536, -16.102], [-0.324, -15.197, -16.268], [-1.093, -13.605, -15.919], [-2.000, -10.073, -18.275], [-0.965, -10.300, -17.258], [-0.192, -10.443, -16.492], [-2.891, -10.044, -17.648], [-2.106, -10.814, -19.068], [-1.786, -9.084, -18.679]],
  "lowdin_charge": [-0.172, -0.150, -0.196, -0.138, -0.205, 0.106, 0.109, 0.107, 0.106, 0.101, 0.100, 0.116, 0.121, -0.177, -0.177, -0.227, -0.138, -0.184, 0.103, 0.111, 0.111, 0.091, 0.123, 0.120, 0.117, 0.124, -0.183, -0.170, -0.246, -0.146, -0.168, 0.107, 0.110, 0.103, 0.116, 0.088, 0.108, 0.117, 0.095, -0.149, -0.194, -0.169, -0.119, -0.208, 0.119, 0.102, 0.085, 0.111, 0.102, 0.120, 0.078, 0.118, -0.169, -0.152, -0.198, -0.157, -0.207, 0.093, 0.110, 0.115, 0.083, 0.120, 0.122, 0.111, 0.116, -0.132, -0.134, -0.253, -0.204, -0.156, 0.108, 0.112, 0.113, 0.085, 0.113, 0.108, 0.114, 0.104, -0.082, -0.323, 0.131, 0.076, 0.082, 0.039, -0.068, -0.274, 0.124, 0.084, 0.055, 0.064, -0.056, -0.258, 0.170, 0.073, 0.091, 0.076, -0.018, -0.284, 0.190, 0.062, 0.061, 0.093],
  "de_lowest_kcal_mol": 0.0,
  "max_force_ha_per_bohr": 0.1518,
  "smiles": "C1CCOC1.C1CCOC1.C1CCOC1.C1CCOC1.C1CCOC1.C1CCOC1.CC#N.CC#N.CC#N.CC#N"
}

=====

[2]
{
  "formula": "C44H36Br3CsF4IN2OPSe5",
  "method": "ωB97M-V/def2-TZVPD",
  "symbols": ["Cs", "O", "C", "C", "C", "C", "C", "C", "C", "C", "N", "H", "H", "H", "H", "H", "H", "H", "H", "H", "H", "H", "F", "C", "C", "F", "C", "F", "C", "P", "C", "C", "C", "C", "C", "C", "C", "C", "C", "C", "C", "C", "C", "Br", "C", "F", "H", "H", "H", "H", "H", "H", "H", "H", "H", "H", "C", "C", "C", "C", "C", "Br", "N", "C", "H", "H", "H", "H", "H", "H", "Se", "Se", "Se", "Se", "Se", "C", "C", "C", "C", "C", "C", "H", "H", "H", "H", "H", "Br", "C", "C", "C", "C", "C", "C", "I", "H", "H", "H", "H"],
  "positions_angstrom": [[-0.320, 0.878, -0.364], [-2.849, -0.021, -1.407], [-3.335, 0.646, -2.566], [-3.090, -0.139, -3.846], [-1.615, -0.431, -4.146], [-0.798, 0.815, -4.384], [-1.059, 1.632, -5.481], [-0.315, 2.784, -5.656], [0.665, 3.097, -4.732], [0.866, 2.228, -3.670], [0.163, 1.103, -3.505], [-2.983, -0.984, -1.453], [-2.828, 1.617, -2.598], [-4.412, 0.829, -2.466], [-3.539, 0.418, -4.675], [-3.622, -1.094, -3.775], [-1.564, -1.067, -5.036], [-1.175, -0.999, -3.326], [-1.844, 1.365, -6.179], [-0.510, 3.442, -6.496], [1.245, 4.007, -4.788], [1.608, 2.442, -2.908], [-3.918, -1.036, 6.997], [-3.028, -0.546, 6.133], [-2.174, 0.465, 6.524], [-2.241, 0.946, 7.768], [-1.255, 0.959, 5.619], [-0.439, 1.916, 6.066], [-1.160, 0.489, 4.315], [0.107, 1.141, 3.133], [1.617, 0.747, 4.103], [2.394, 1.672, 4.789], [3.547, 1.264, 5.445], [3.929, -0.070, 5.429], [3.155, -1.001, 4.749], [2.011, -0.591, 4.083], [-0.077, 2.948, 3.211], [-1.240, 3.581, 3.634], [-1.377, 4.955, 3.481], [-0.360, 5.691, 2.892], [0.790, 5.056, 2.446], [0.932, 3.689, 2.599], [-2.022, -0.549, 3.943], [-1.977, -1.389, 2.242], [-2.944, -1.051, 4.851], [-3.773, -2.046, 4.524], [2.101, 2.715, 4.801], [4.151, 1.997, 5.966], [4.834, -0.380, 5.936], [3.452, -2.042, 4.714], [1.424, -1.308, 3.520], [-2.055, 3.005, 4.058], [-2.291, 5.443, 3.794], [-0.484, 6.755, 2.733], [1.557, 5.609, 1.920], [1.799, 3.203, 2.171], [1.570, -5.727, 1.798], [2.100, -4.343, 1.540], [3.458, -4.062, 1.459], [3.887, -2.779, 1.167], [2.913, -1.817, 0.952], [3.406, -0.050, 0.479], [1.621, -2.049, 1.023], [1.225, -3.286, 1.324], [2.279, -6.324, 2.372], [1.377, -6.240, 0.853], [0.624, -5.687, 2.338], [4.187, -4.851, 1.619], [4.935, -2.528, 1.091], [0.151, -3.440, 1.349], [-1.393, 4.086, -1.416], [0.244, 5.698, -1.078], [2.310, 4.927, -1.852], [2.847, 3.085, -0.547], [-1.600, -3.002, -0.833], [-2.049, -4.816, -1.189], [-1.049, -5.759, -1.465], [-1.363, -7.086, -1.719], [-2.684, -7.516, -1.707], [-3.687, -6.592, -1.440], [-3.376, -5.264, -1.185], [-0.017, -5.429, -1.490], [-0.568, -7.792, -1.934], [-2.929, -8.552, -1.908], [-4.724, -6.910, -1.430], [-4.163, -4.550, -0.975], [3.429, -3.667, -5.209], [3.610, -1.850, -4.670], [4.498, -1.062, -5.388], [4.673, 0.268, -5.035], [3.965, 0.802, -3.968], [3.081, 0.007, -3.261], [2.886, -1.329, -3.606], [1.489, -2.393, -2.458], [5.044, -1.496, -6.214], [5.366, 0.884, -5.596], [4.097, 1.837, -3.676], [2.536, 0.429, -2.424]],
  "lowdin_charge": [0.520, -0.305, -0.266, -0.176, -0.149, -0.292, -0.035, -0.073, -0.068, -0.211, 0.066, -0.037, 0.078, 0.112, 0.105, 0.113, 0.118, 0.038, 0.105, 0.098, 0.088, -0.018, 0.118, -0.144, -0.141, 0.113, -0.228, 0.107, -0.306, 1.053, -0.353, -0.079, -0.085, -0.100, -0.086, -0.108, -0.385, -0.095, -0.084, -0.088, -0.097, -0.127, -0.560, 0.804, -0.270, 0.070, 0.103, 0.098, 0.093, 0.100, 0.088, 0.099, 0.096, 0.101, 0.099, 0.045, -0.046, -0.254, -0.038, -0.107, -0.782, 0.714, 0.021, -0.160, 0.070, 0.076, 0.081, 0.110, 0.097, 0.036, -0.317, -0.256, -0.211, -0.254, 0.501, -0.679, -0.158, -0.122, -0.140, -0.126, -0.153, 0.071, 0.089, 0.081, 0.088, 0.086, 0.658, -0.736, -0.162, -0.091, -0.069, -0.186, -0.701, 0.992, 0.085, 0.097, 0.106, 0.027],
  "charge": -2,
  "de_lowest_kcal_mol": 0.0,
  "max_force_ha_per_bohr": 0.0096
}

=====

[3]
{
  "formula": "C19H11N3O2",
  "method": "ωB97M-V/def2-TZVPD",
  "symbols": ["C", "C", "O", "C", "C", "N", "N", "C", "C", "C", "C", "C", "C", "C", "C", "C", "C", "C", "C", "N", "O", "C", "C", "C", "H", "H", "H", "H", "H", "H", "H", "H", "H", "H", "H"],
  "positions_angstrom": [[-4.399, -3.913, 1.359], [-4.701, -3.468, 0.100], [-3.644, -2.661, -0.288], [-2.801, -2.490, 0.780], [-1.655, -1.634, 0.857], [-1.349, -0.851, 1.914], [-0.301, -0.021, 2.017], [0.561, 0.110, 0.932], [1.607, 1.199, 1.077], [1.922, 1.762, 2.369], [2.793, 2.831, 2.440], [3.372, 3.372, 1.350], [4.090, 4.552, 1.500], [4.451, 5.317, 0.390], [4.091, 4.825, -0.909], [3.462, 3.588, -1.094], [3.127, 2.901, 0.093], [2.300, 1.759, -0.031], [0.423, -0.740, -0.196], [1.150, -0.875, -1.293], [0.393, -1.662, -2.170], [-0.838, -1.968, -1.513], [-0.756, -1.504, -0.175], [-3.229, -3.249, 1.791], [-5.053, -4.615, 1.804], [-5.404, -3.722, -0.652], [1.459, 1.363, 3.294], [3.070, 3.384, 3.380], [4.306, 4.917, 2.472], [5.166, 6.065, 0.669], [4.329, 5.391, -1.796], [2.996, 3.203, -1.991], [2.045, 1.216, -0.924], [-1.599, -2.635, -1.900], [-2.862, -3.227, 2.862]],
  "lowdin_charge": [-0.057, -0.052, 0.021, -0.237, -0.163, 0.075, 0.093, -0.093, -0.114, -0.008, -0.046, -0.246, -0.029, -0.048, -0.061, -0.009, -0.181, 0.048, -0.208, 0.128, -0.008, 0.088, -0.106, -0.018, 0.095, 0.114, 0.113, 0.136, 0.100, 0.094, 0.090, 0.115, 0.090, 0.131, 0.150],
  "max_force_ha_per_bohr": 0.1099,
  "smiles": "c1coc(-c2nnc(-c3ccc4ccccc4c3)c3nocc23)c1"
}

=====

[4]
{
  "formula": "C6H13Cl",
  "method": "ωB97M-V/def2-TZVPD",
  "symbols": ["C", "C", "C", "C", "C", "C", "Cl", "H", "H", "H", "H", "H", "H", "H", "H", "H", "H", "H", "H", "H"],
  "positions_angstrom": [[1.166, 1.136, 1.533], [1.573, 0.733, -1.014], [-1.293, -1.703, 0.579], [-1.252, -0.191, -1.368], [1.216, 0.193, 0.316], [-1.062, -0.271, 0.189], [-1.803, 0.908, 1.150], [0.450, 1.998, 1.249], [2.102, 1.408, 1.995], [0.402, 0.802, 2.264], [2.569, 0.385, -1.375], [1.535, 1.859, -1.001], [0.885, 0.333, -1.682], [-1.265, -2.331, -0.225], [-0.521, -1.991, 1.289], [-2.294, -1.711, 0.882], [-0.348, -0.675, -1.865], [-1.347, 0.846, -1.680], [-2.059, -0.869, -1.772], [1.345, -0.859, 0.537]],
  "lowdin_charge": [-0.162, -0.124, -0.131, -0.141, -0.205, -0.795, 0.713, 0.062, 0.062, 0.029, 0.092, 0.107, -0.009, 0.040, 0.082, 0.056, 0.079, 0.069, 0.090, 0.086],
  "de_lowest_kcal_mol": 48.1,
  "max_force_ha_per_bohr": 0.0982
}

=====

Sequential HOMO-LUMO gap output: 0.35345 0.16356 0.24708 0.32030 Ha